Entry 1:
Density functional theory data (ωB97M-V/def2-TZVPD) for a single C6H4O molecule.

Output
multiplicity	1
lowest unoccupied orbital energy	0.62	eV
structure (SMILES)	C#CC=C=C1CO1
energy	-306.054108	a.u.
energy relative to the best compared isomer or geometry (same formula, charge and spin)	413.32	kJ/mol

Each line ends with the natural charge from an NBO analysis.
Cartesian coordinates (Å):
1 C 3.60 0.52 0.14  -0.19
2 C 2.43 0.24 0.12  -0.05
3 C 1.03 0.24 -0.14  -0.29
4 C -0.02 -0.38 0.35  -0.06
5 C -1.32 -0.37 0.22  0.28
6 C -2.57 -0.58 -0.46  -0.12
7 O -2.40 0.28 0.72  -0.43
8 H 4.63 0.80 0.15  0.24
9 H 0.78 0.98 -0.90  0.22
10 H -3.20 -1.44 -0.30  0.20
11 H -2.70 -0.03 -1.39  0.20

Entry 2:
Density functional theory data (ωB97M-V/def2-TZVPD) for a single C6H4O molecule.

Output
multiplicity	1
lowest unoccupied orbital energy	0.79	eV
structure (SMILES)	C#Cc1ccco1
energy	-306.152543	a.u.
energy relative to the best compared isomer or geometry (same formula, charge and spin)	154.87	kJ/mol

Each line ends with the natural charge from an NBO analysis.
Cartesian coordinates (Å):
1 C -1.58 -0.02 2.39  -0.18
2 C -1.41 -0.39 1.25  -0.05
3 C -0.57 -0.35 0.09  0.19
4 C 0.75 -0.70 0.03  -0.27
5 C 1.25 -0.06 -1.15  -0.31
6 C 0.23 0.68 -1.65  0.09
7 O -0.88 0.53 -0.89  -0.39
8 H -1.37 0.54 3.28  0.24
9 H 1.27 -1.32 0.75  0.24
10 H 2.22 -0.21 -1.60  0.23
11 H 0.08 1.30 -2.52  0.21

Entry 3:
Density functional theory data (ωB97M-V/def2-TZVPD) for a single C6H4O molecule.

Output
multiplicity	1
lowest unoccupied orbital energy	0.15	eV
structure (SMILES)	C#C/C=C(\O)C#C
energy	-306.060774	a.u.
energy relative to the best compared isomer or geometry (same formula, charge and spin)	395.81	kJ/mol

Each line ends with the natural charge from an NBO analysis.
Cartesian coordinates (Å):
1 C 1.36 1.45 2.22  -0.37
2 C 1.11 0.81 1.19  0.03
3 C 0.76 0.07 0.05  -0.41
4 C -0.54 -0.11 -0.20  0.31
5 O -1.53 0.39 0.57  -0.63
6 C -0.98 -0.83 -1.35  -0.08
7 C -1.33 -1.44 -2.32  -0.15
8 H 2.42 1.13 2.21  0.29
9 H 1.55 -0.33 -0.57  0.27
10 H -1.15 0.84 1.35  0.50
11 H -1.67 -1.99 -3.16  0.24

Entry 4:
Density functional theory data (ωB97M-V/def2-TZVPD) for C6H4O2 as an isolated structure.

Output
multiplicity	1
lowest unoccupied orbital energy	1.03	eV
energy	-381.368275	a.u.
energy relative to the best compared isomer or geometry (same formula, charge and spin)	290.88	kJ/mol

Each line ends with the natural charge from an NBO analysis.
Cartesian coordinates (Å):
1 C -0.80 -1.58 -1.22  0.03
2 C 0.18 -0.72 -1.42  -0.25
3 C 0.41 0.03 -0.27  -0.23
4 C 0.90 1.36 0.40  -0.29
5 C 0.06 1.38 1.49  0.07
6 C -0.49 -0.34 0.51  0.57
7 H -0.81 -2.60 -1.66  0.22
8 H 0.59 -0.46 -2.36  0.23
9 H 1.76 2.13 0.24  0.25
10 H 0.39 1.67 2.54  0.21
11 O -0.92 0.43 1.53  -0.41
12 O -1.27 -1.30 0.21  -0.41

Entry 5:
Density functional theory data (ωB97M-V/def2-TZVPD) for an isolated ion of composition C6H4O4 and charge -2.

Output
multiplicity	1
lowest unoccupied orbital energy	6.84	eV
charge	-2
structure (SMILES)	CC(=C=CC(=O)[O-])C(=O)[O-]
energy	-531.909957	a.u.
energy relative to the best compared isomer or geometry (same formula, charge and spin)	111.32	kJ/mol

Each line ends with the natural charge from an NBO analysis.
Cartesian coordinates (Å):
1 C 0.85 0.28 1.13  -0.66
2 C 0.28 0.71 -0.07  -0.19
3 C 0.05 -0.07 -1.14  0.07
4 C -0.40 -1.12 -1.67  -0.41
5 C -0.88 -2.08 -0.55  0.76
6 O -1.91 -1.80 0.02  -0.75
7 O -0.07 -2.99 -0.34  -0.80
8 C -0.17 2.24 0.15  0.76
9 O -0.52 2.58 1.29  -0.80
10 O 0.00 3.00 -0.81  -0.79
11 H 0.29 0.82 1.88  0.26
12 H 1.84 0.63 1.34  0.18
13 H 0.74 -0.75 1.56  0.20
14 H -0.09 -1.46 -2.78  0.16

Entry 6:
Density functional theory data (ωB97M-V/def2-TZVPD) for a 21-piece molecular cluster, C6H52O23 overall.

Output
multiplicity	1
lowest unoccupied orbital energy	0.09	eV
energy	-1990.157526	a.u.

Each line ends with the Mulliken charge.
Cartesian coordinates (Å):
1 C -4.12 3.45 1.00  -0.41
2 O -4.27 2.00 1.13  0.00
3 C -3.37 1.42 2.13  0.53
4 O -2.65 2.09 3.04  -0.60
5 O -3.29 -0.07 2.18  -0.29
6 C -1.87 -0.45 2.05  0.01
7 C -1.60 -2.01 1.64  0.42
8 C -0.15 -2.02 0.80  -0.79
9 C -2.77 -2.70 0.71  -0.87
10 H -3.20 3.80 0.37  0.22
11 H -4.11 4.02 2.03  0.28
12 H -5.08 3.84 0.42  0.05
13 H -1.26 -0.26 3.06  0.21
14 H -1.36 0.26 1.25  -0.20
15 H -1.41 -2.71 2.58  0.31
16 H 0.41 -1.05 1.17  0.26
17 H 0.47 -2.98 1.05  0.26
18 H -0.40 -1.88 -0.33  0.13
19 H -2.62 -3.88 0.63  0.32
20 H -3.87 -2.53 1.10  0.06
21 H -2.68 -2.27 -0.38  0.22
22 O -1.46 5.15 0.36  -0.63
23 H -1.09 5.41 1.21  0.32
24 H -0.74 4.67 -0.08  0.31
25 O 0.42 2.77 3.67  -0.64
26 H 0.89 2.42 2.90  0.31
27 H -0.51 2.58 3.49  0.36
28 O -3.82 0.62 -1.50  -0.63
29 H -3.90 0.48 -0.55  0.20
30 H -4.67 1.01 -1.76  0.44
31 O 2.24 -3.47 1.56  -0.57
32 H 2.62 -3.20 2.41  0.27
33 H 2.96 -3.94 1.12  0.29
34 O 4.56 -1.84 1.02  -0.58
35 H 3.98 -1.20 0.59  0.30
36 H 5.26 -2.00 0.37  0.21
37 O -6.04 5.81 -0.75  -0.62
38 H -6.62 6.45 -1.19  0.33
39 H -5.33 5.65 -1.40  0.29
40 O 2.43 -2.18 -1.90  -0.68
41 H 2.35 -2.32 -0.94  0.37
42 H 1.58 -1.79 -2.15  0.34
43 O 3.06 -1.06 3.38  -0.61
44 H 3.08 -0.12 3.61  0.28
45 H 3.75 -1.15 2.70  0.38
46 O 5.92 0.52 0.40  -0.55
47 H 5.89 1.45 0.12  0.27
48 H 6.85 0.37 0.60  0.31
49 O -6.32 1.92 -1.47  -0.69
50 H -6.40 1.78 -0.52  0.26
51 H -7.18 2.31 -1.72  0.30
52 O 1.35 -0.48 -3.85  -0.59
53 H 0.76 0.16 -4.28  0.30
54 H 2.05 -0.63 -4.50  0.29
55 O -8.54 1.30 -0.10  -0.66
56 H -7.93 0.54 -0.08  0.37
57 H -8.98 1.26 0.76  0.30
58 O -0.44 1.40 -0.39  -0.62
59 H 0.03 1.04 -1.16  0.27
60 H -1.38 1.20 -0.57  0.30
61 O -2.64 -4.94 -1.32  -0.59
62 H -2.17 -5.30 -2.08  0.28
63 H -3.57 -5.14 -1.50  0.30
64 O -7.06 8.33 -1.91  -0.64
65 H -7.05 9.27 -1.68  0.31
66 H -6.37 8.24 -2.59  0.32
67 O 6.24 -2.65 -1.62  -0.59
68 H 6.71 -3.01 -2.39  0.30
69 H 5.31 -2.84 -1.80  0.27
70 O 9.25 -1.08 -1.57  -0.67
71 H 8.32 -1.36 -1.55  0.32
72 H 9.45 -1.00 -2.51  0.34
73 O 9.67 -4.30 -1.38  -0.64
74 H 9.64 -3.37 -1.66  0.34
75 H 10.60 -4.45 -1.18  0.30
76 O -6.38 -0.74 0.58  -0.67
77 H -5.76 -0.02 0.77  0.42
78 H -5.81 -1.53 0.50  0.31
79 O 12.99 -4.34 -0.75  -0.62
80 H 13.61 -3.62 -0.56  0.31
81 H 13.55 -5.12 -0.83  0.31

no.,strongest force on any atom (eV Å⁻¹)
1,0.5
2,1.2
3,1.4
4,8.4
5,5.2
6,8.4